Record 1
{
  "formula": "C2H27O12",
  "method": "wB97M-V/def2-TZVPD",
  "orbital_gap_ev": 8.51,
  "homo_energy_ev": -6.07,
  "max_force_ev_per_a": 2.952,
  "charge": -1,
  "elements": ["C", "C", "O", "H", "H", "H", "H", "H", "O", "H", "H", "O", "H", "H", "O", "H", "H", "O", "H", "H", "O", "H", "H", "O", "H", "H", "O", "H", "H", "O", "H", "H", "O", "H", "H", "O", "H", "H", "O", "H", "H"],
  "xyz": [[-0.656, 0.138, -1.554], [-0.818, -0.761, -0.366], [-0.896, -0.031, 0.834], [-0.754, -0.518, -2.460], [0.323, 0.646, -1.631], [-1.444, 0.879, -1.616], [-0.024, -1.466, -0.344], [-1.727, -1.343, -0.425], [-2.149, -2.169, 2.317], [-1.878, -1.585, 1.601], [-1.660, -2.993, 2.087], [-1.457, 0.373, 3.394], [-2.386, 0.160, 3.480], [-1.409, 0.272, 2.460], [-3.112, 1.251, 0.457], [-2.292, 0.725, 0.387], [-3.240, 1.643, -0.397], [2.592, -3.399, 0.669], [2.611, -2.591, 0.152], [1.681, -3.499, 1.011], [1.308, -1.000, 1.960], [1.970, -0.585, 1.379], [0.497, -0.649, 1.526], [-0.004, 2.614, 0.715], [-0.746, 3.223, 0.870], [-0.287, 1.715, 0.628], [3.027, 1.439, -1.374], [3.570, 1.682, -2.106], [2.214, 1.846, -1.616], [0.605, 3.136, -1.801], [1.041, 3.886, -2.119], [0.280, 3.263, -0.941], [0.180, -3.521, 2.007], [0.293, -2.612, 2.203], [0.017, -3.919, 2.831], [-0.631, 2.295, -3.940], [-0.384, 2.367, -3.036], [-0.729, 1.367, -4.206], [2.428, -1.072, -0.919], [1.466, -1.069, -0.946], [2.576, -0.137, -1.172]],
  "lowdin_charge": [-0.09, -0.39, -0.39, 0.10, 0.06, 0.06, 0.08, 0.11, -0.08, -0.01, 0.02, -0.06, 0.02, -0.06, -0.07, -0.04, 0.00, -0.10, -0.04, -0.02, -0.08, 0.04, -0.01, -0.04, 0.07, -0.01, 0.00, 0.06, 0.00, -0.02, 0.05, -0.01, -0.02, 0.00, 0.05, -0.07, -0.06, 0.03, -0.07, 0.00, -0.01]
}


Record 2
{
  "formula": "C2H2AlFO2",
  "method": "wB97M-V/def2-TZVPD",
  "orbital_gap_ev": [6.90, 6.90],
  "homo_energy_ev": [-8.58, -8.58],
  "max_force_ev_per_a": 7.686,
  "elements": ["H", "O", "C", "C", "O", "F", "H", "Al"],
  "xyz": [[-1.520, -0.083, 0.301], [0.412, 1.484, 0.055], [-0.485, 0.630, -0.160], [-0.147, -0.814, 0.209], [1.065, -1.147, 0.051], [-1.004, 0.659, -1.482], [-0.633, -1.235, 1.117], [2.311, 0.506, -0.091]],
  "lowdin_charge": [0.18, -0.16, -0.61, -0.13, -0.16, -0.03, 0.14, 0.77]
}


Record 3
{
  "formula": "C2H2BO5",
  "method": "wB97M-V/def2-TZVPD",
  "orbital_gap_ev": [5.43, 6.14],
  "homo_energy_ev": [-1.76, -2.50],
  "max_force_ev_per_a": 4.147,
  "charge": -1,
  "elements": ["B", "C", "C", "O", "O", "O", "O", "O", "H", "H"],
  "xyz": [[-0.006, -0.341, -0.591], [-0.656, 0.768, -1.441], [0.140, 0.178, 1.766], [1.039, 0.995, 1.747], [-1.093, 1.858, -1.599], [-0.694, -0.498, 2.304], [1.471, -0.299, -0.801], [-0.578, -1.540, -0.630], [1.884, 0.329, -0.231], [-1.506, -1.451, -0.522]],
  "lowdin_charge": [-0.83, -0.01, -0.51, 0.03, 0.03, 0.06, 0.01, 0.12, 0.03, 0.08]
}


Record 4
{
  "formula": "C2H2BeLiO2",
  "method": "wB97M-V/def2-TZVPD",
  "orbital_gap_ev": 7.40,
  "homo_energy_ev": -13.33,
  "max_force_ev_per_a": 3.256,
  "charge": 1,
  "elements": ["O", "C", "C", "O", "Li", "Be", "H", "H"],
  "xyz": [[0.474, -1.045, -0.272], [-0.545, -0.550, 0.512], [-0.548, 0.801, 0.644], [0.517, 1.496, 0.183], [-0.298, -0.316, -1.743], [1.441, 0.108, 0.250], [-1.427, -1.173, 0.675], [-1.426, 1.349, 1.000]],
  "lowdin_charge": [-0.27, -0.26, -0.24, -0.12, 0.86, 0.75, 0.14, 0.14]
}


Record 5
{
  "formula": "C2H2Br2ClF",
  "method": "wB97M-V/def2-TZVPD",
  "orbital_gap_ev": [7.96, 8.14],
  "s_squared": 2.009,
  "multiplicity": 3,
  "homo_energy_ev": [-7.38, -10.61],
  "max_force_ev_per_a": 4.276,
  "elements": ["C", "C", "F", "Cl", "Br", "Br", "H", "H"],
  "xyz": [[-0.019, 0.698, 0.617], [-2.284, 0.266, 0.703], [-2.206, -0.516, 1.803], [-2.914, 1.870, 1.129], [0.212, 2.160, -0.687], [-3.172, -0.513, -0.778], [0.564, -0.111, 0.217], [-0.071, 1.030, 1.624]],
  "lowdin_charge": [-0.48, -1.24, -0.08, 0.57, 0.54, 0.70, -0.01, -0.01]
}


Record 6
{
  "formula": "C2H2Br2N2S",
  "method": "wB97M-V/def2-TZVPD",
  "orbital_gap_ev": 7.13,
  "homo_energy_ev": -8.91,
  "max_force_ev_per_a": 2.417,
  "elements": ["C", "C", "N", "N", "S", "Br", "Br", "H", "H"],
  "xyz": [[1.722, 0.183, -0.010], [-0.824, 0.427, -0.228], [0.541, 0.996, 1.442], [-0.509, 0.988, 0.947], [0.598, 0.091, -1.198], [3.570, -0.116, -0.175], [-2.089, -2.394, 0.100], [-1.260, -0.854, -0.201], [-1.748, 0.679, -0.678]],
  "lowdin_charge": [-0.93, -0.61, 0.14, -0.10, 0.98, 0.70, -0.05, -0.21, 0.08]
}


Record 7
{
  "formula": "C2H2Br2O3",
  "method": "wB97M-V/def2-TZVPD",
  "orbital_gap_ev": 9.66,
  "homo_energy_ev": -10.66,
  "max_force_ev_per_a": 2.511,
  "smiles": "O=COBr.O=CBr",
  "elements": ["C", "C", "O", "O", "O", "Br", "Br", "H", "H"],
  "xyz": [[0.637, 1.160, -0.215], [-1.338, -0.655, 0.316], [-0.041, 1.814, -0.944], [-0.995, -0.210, 1.331], [1.293, 0.152, -0.751], [-0.652, -2.292, -0.301], [2.510, -0.980, -0.018], [0.731, 1.256, 0.923], [-2.145, -0.245, -0.342]],
  "lowdin_charge": [-0.52, -0.76, 0.10, -0.01, -0.60, 0.73, 0.80, 0.16, 0.11]
}


Record 8
{
  "formula": "C2H2Br3NO2",
  "method": "wB97M-V/def2-TZVPD",
  "orbital_gap_ev": [5.87, 8.69],
  "homo_energy_ev": [-8.22, -9.78],
  "max_force_ev_per_a": 4.135,
  "elements": ["C", "C", "N", "O", "O", "Br", "Br", "Br", "H", "H"],
  "xyz": [[0.036, -0.107, -0.200], [3.013, -0.653, 0.201], [0.811, 0.673, -0.873], [0.872, 0.231, -2.088], [1.446, 1.685, -0.490], [3.420, 0.840, 1.184], [2.546, -2.181, 1.057], [3.507, -0.582, -1.585], [-0.370, 0.052, 0.730], [-0.273, -1.030, -0.707]],
  "lowdin_charge": [0.10, -1.81, -0.51, -0.09, -0.13, 0.75, 0.69, 0.79, 0.08, 0.12]
}